[1]
DFT (the ωB97M-V functional and the def2-TZVPD basis) results for C21H27ClN6OS in the gas phase.

Values from the calculation:
- Electronic energy: -2078.6175 Eh
- Frontier orbital gap: 0.3354 Eh

```
57
Properties=species:S:1:pos:R:3:forces:R:3:mulliken_charge:R:1
C -0.2442 -0.5349 4.2772 -0.1 0.2 0.0 -1.317
C -0.9535 0.5814 3.5194 0.2 -0.1 0.0 -0.339
C -0.6531 0.5036 2.0255 0.3 0.0 -0.2 0.920
H -0.7878 -0.5399 1.7224 -0.1 0.2 0.0 -0.123
C -1.5949 1.3045 1.1264 0.1 -0.2 0.3 -0.488
O -2.3318 0.6602 0.3890 -0.3 -0.1 -0.2 -0.751
N -1.6426 2.6422 1.1698 -0.2 0.1 0.0 0.310
C -0.7841 3.5228 1.9344 0.3 0.3 0.2 -0.422
C 0.0514 4.4429 1.0480 -0.1 -0.2 0.1 -1.107
H -0.5694 5.1544 0.5112 -0.1 0.1 -0.1 0.355
H 0.6103 3.8465 0.3312 0.0 0.1 0.0 0.217
H 0.7502 4.9966 1.6698 0.1 0.1 0.1 0.426
H -0.1038 2.9276 2.5372 -0.2 0.1 0.0 0.254
H -1.4161 4.1175 2.6072 0.1 -0.1 0.0 0.406
C -2.6564 3.2801 0.3384 -0.2 -0.1 -0.3 -0.934
C -2.3080 3.2726 -1.1465 0.0 0.0 0.2 -1.010
H -2.2977 2.2488 -1.5098 0.0 -0.1 -0.1 0.217
H -1.3316 3.7113 -1.3282 0.0 0.1 -0.1 0.226
H -3.0608 3.8299 -1.6986 -0.1 0.1 -0.1 0.481
H -2.7849 4.3012 0.6999 0.0 0.0 0.1 0.482
H -3.5937 2.7325 0.4817 0.1 0.2 0.0 0.444
S 1.1132 0.8862 1.6649 -0.2 0.1 0.2 -0.285
C 0.9808 0.7455 -0.1122 0.1 0.9 0.6 0.616
N 0.8838 1.8547 -0.7389 0.1 0.4 0.3 -0.166
C 0.7514 1.7647 -2.0913 0.0 -0.9 -1.3 -0.162
N 0.5826 2.7709 -2.9311 0.1 0.6 0.7 -1.022
N 0.5078 2.1952 -4.1374 0.0 -0.5 0.0 0.299
C 0.6278 0.8503 -4.1163 0.0 -0.1 0.2 -0.370
C 0.7858 0.5208 -2.7813 -0.2 1.0 -0.1 1.087
C 0.9816 -0.7064 -2.0643 0.1 -0.1 0.0 0.907
N 1.1530 -1.8153 -2.6448 0.1 -0.6 -0.5 -0.795
H 1.3159 -2.6130 -2.0388 0.0 0.1 0.2 0.319
N 0.9913 -0.5054 -0.6557 -0.1 -0.5 -0.5 0.764
C 1.0879 -1.6550 0.1800 0.1 -0.5 0.3 -1.513
C 2.2679 -1.8706 0.8790 -0.1 -0.2 -0.2 -0.142
C 2.3810 -2.9624 1.7177 0.0 0.1 -0.1 -1.075
C 1.3214 -3.8413 1.8438 -0.1 0.0 0.0 -0.497
C 0.1556 -3.6248 1.1264 0.2 0.1 0.0 0.829
C -0.0031 -2.5289 0.2777 0.0 0.1 0.0 0.718
C -1.2622 -2.2860 -0.4922 -0.1 0.0 -0.1 -1.506
H -1.6014 -1.2547 -0.3846 0.0 0.0 0.0 0.159
H -2.0542 -2.9435 -0.1476 0.0 0.0 0.0 0.569
H -1.0994 -2.4709 -1.5546 0.0 0.0 0.0 0.308
Cl -1.1290 -4.7719 1.3230 -0.1 -0.2 0.1 -0.264
H 1.3931 -4.6992 2.4933 0.0 -0.1 0.0 0.475
H 3.2924 -3.1299 2.2689 0.1 0.0 0.1 0.413
H 3.0841 -1.1736 0.7646 0.1 0.0 0.0 0.577
C 0.5767 -0.0073 -5.3207 0.0 0.0 -0.1 -1.438
H -0.4058 0.0441 -5.7891 0.0 0.0 -0.1 0.327
H 0.7766 -1.0310 -5.0168 0.0 0.0 -0.1 0.320
H 1.3211 0.3075 -6.0508 0.0 0.0 -0.1 0.350
H 0.3720 2.7795 -4.9480 0.0 -0.1 0.1 0.185
H -0.6557 1.5444 3.9343 -0.1 0.1 0.0 0.274
H -2.0354 0.4821 3.6422 0.0 0.1 0.0 0.432
H -0.4668 -0.4702 5.3391 0.0 -0.1 0.1 0.463
H 0.8319 -0.4546 4.1407 0.1 -0.1 0.1 0.333
H -0.5644 -1.5092 3.9144 0.0 -0.1 0.0 0.263
```
Forces are in eV/Å.

***

[2]
DFT (the ωB97M-V functional and the def2-TZVPD basis) results for a molecular structure, C48H42BF4N6O2PTi.

Values from the calculation:
- Energy relative to the best compared isomer or geometry (same formula, charge and spin): 0.3656 eV
- Multiplicity: 2
- Electronic energy: -3948.5715 Eh
- Charge: +1
- Frontier orbital gap (alpha / beta): 0.2356 / 0.2505 Eh

```
105
Properties=species:S:1:pos:R:3:forces:R:3:lowdin_spin:R:1
Ti -0.6374 0.5933 -0.3378 0.4 0.4 0.7 0.909
N 2.7049 -0.7319 1.8894 -0.5 -0.9 -0.7 0.005
P 0.9925 -0.4393 1.7801 0.8 -0.2 0.7 0.013
C 0.3159 -1.9812 2.5097 0.0 0.0 -0.2 -0.001
C 0.9175 -2.5619 3.6225 0.0 -0.1 0.1 0.000
C 0.4298 -3.7525 4.1436 0.0 0.1 0.0 0.000
C -0.6643 -4.3768 3.5556 0.0 0.0 0.0 0.000
C -1.2683 -3.8099 2.4414 0.0 -0.1 0.0 0.000
C -0.7745 -2.6179 1.9206 0.1 0.0 0.2 0.002
C 0.9794 0.6992 3.2426 0.1 0.3 -0.2 0.001
C 1.7923 1.8395 3.1596 0.0 0.0 -0.1 0.000
C 1.8639 2.7465 4.2068 0.0 0.0 0.0 0.000
C 1.0988 2.5443 5.3504 0.0 0.0 0.0 0.000
C 0.2613 1.4396 5.4302 0.0 0.0 0.0 0.000
C 0.2005 0.5226 4.3834 0.0 0.0 -0.1 0.000
C 3.3066 -1.6848 1.0472 -0.2 0.0 0.0 0.000
C 4.6896 -1.8855 1.0342 0.1 0.2 0.1 0.000
C 5.1968 -2.8826 0.2296 0.2 0.1 0.1 0.000
C 4.3393 -3.6586 -0.5410 0.0 -0.1 -0.1 0.000
C 2.9903 -3.3855 -0.4636 -0.1 0.2 0.1 0.000
N 2.4840 -2.4225 0.3124 -0.3 0.1 0.1 0.000
H 3.2844 0.0368 2.1700 0.1 0.2 0.1 0.000
H 1.7800 -2.0833 4.0738 0.0 0.0 0.0 0.000
H 0.9077 -4.1968 5.0094 0.0 0.0 -0.1 0.000
H -1.0398 -5.3104 3.9599 0.0 0.1 0.0 0.000
H -2.1133 -4.3080 1.9741 0.2 0.1 0.1 0.000
H -1.2036 -2.1967 1.0200 0.0 0.0 -0.1 0.002
H 2.3679 2.0308 2.2541 -0.1 0.0 0.1 0.000
H 2.5089 3.6159 4.1276 -0.1 -0.1 0.0 0.000
H 1.1599 3.2432 6.1781 0.0 -0.1 -0.1 0.000
H -0.3462 1.2827 6.3164 0.1 0.0 -0.1 0.000
H -0.4497 -0.3395 4.4697 0.0 0.0 0.0 0.000
H 5.3378 -1.2642 1.6409 0.0 -0.1 0.0 0.000
H 6.2652 -3.0628 0.2027 0.0 0.0 0.0 0.000
H 4.7118 -4.4496 -1.1801 0.0 0.1 0.1 0.000
H 2.2705 -3.9492 -1.0514 0.1 0.0 0.1 0.000
C -4.4443 3.3231 -1.9716 0.0 0.0 0.0 0.004
C -4.6646 2.0762 -1.3942 0.0 0.0 0.0 -0.001
C -3.5850 1.3178 -0.9572 0.0 0.0 0.0 0.002
C -2.2554 1.7453 -1.0767 -0.2 0.6 -0.5 -0.005
C -2.0726 3.0028 -1.6689 -0.1 0.0 0.0 0.005
C -3.1424 3.7851 -2.1079 0.0 0.0 0.0 0.000
H -5.2809 3.9262 -2.3094 0.1 -0.1 0.0 0.000
H -5.6781 1.6981 -1.2880 0.1 0.0 0.0 0.000
H -3.8072 0.3506 -0.5015 0.0 0.0 0.0 0.000
H -1.0687 3.3975 -1.7979 0.0 0.0 0.0 0.000
H -2.9553 4.7560 -2.5606 0.0 -0.1 0.1 0.000
F 0.6757 1.8650 -0.9739 1.1 0.6 -0.3 0.030
B 1.9537 1.0691 -1.3746 0.3 0.0 -0.2 0.003
F 2.8109 1.1838 -0.3065 -0.3 0.0 -0.5 0.001
F 2.3952 1.5902 -2.5542 -0.3 -0.2 0.5 0.000
F 1.3645 -0.2168 -1.5031 0.2 0.4 0.1 0.009
C -1.8675 -5.6237 -1.2027 -0.1 0.0 0.0 0.000
O -3.2919 -5.3930 -1.2661 0.4 0.0 -0.2 0.000
C -3.8065 -4.8961 -0.1023 0.1 -0.1 -0.1 0.000
C -4.3620 -5.7546 0.8286 -0.1 -0.1 0.2 0.000
C -4.8598 -5.2599 2.0260 0.0 0.0 0.0 0.000
C -4.7917 -3.8989 2.3012 -0.1 -0.1 0.0 0.000
C -4.2501 -3.0375 1.3642 -0.2 0.3 0.0 0.000
C -3.7740 -3.5311 0.1607 -0.1 0.4 -0.2 0.000
N -3.2056 -2.6140 -0.7794 -0.3 -0.5 1.2 0.001
C -3.3179 -2.6698 -2.0576 -0.4 -0.2 -0.8 0.001
C -2.6379 -1.8065 -2.9448 -0.2 -0.2 -0.1 0.000
C -2.9625 -1.8943 -4.3148 -0.2 -0.2 0.1 0.001
C -2.3406 -1.0998 -5.2293 0.2 0.3 -0.1 0.001
C -1.3666 -0.1946 -4.7759 -0.1 -0.1 -0.2 0.001
C -1.0414 -0.0860 -3.4428 0.0 -0.1 -0.1 0.003
C -1.6672 -0.8950 -2.4938 -0.1 0.0 -0.1 0.000
O -1.3865 -0.8191 -1.1866 -0.6 -1.7 -1.3 -0.004
H -1.6375 -6.3683 -0.4417 0.0 -0.1 0.1 0.000
H -1.3194 -4.7041 -0.9740 -0.1 0.0 0.0 0.000
H -1.5643 -5.9938 -2.1776 -0.1 0.0 0.0 0.000
H -4.3906 -6.8145 0.5999 0.0 0.1 0.0 0.000
H -5.2963 -5.9400 2.7475 0.0 0.0 0.0 0.000
H -5.1669 -3.5095 3.2382 0.0 0.0 0.0 0.000
H -4.2105 -1.9671 1.5522 0.0 -0.1 0.0 0.000
H -2.6351 -1.8528 -0.4276 0.2 0.1 0.1 0.000
H -3.9819 -3.4329 -2.4501 0.1 0.0 -0.1 0.000
H -3.7268 -2.6013 -4.6245 0.1 0.0 0.0 0.000
H -2.5943 -1.1604 -6.2778 0.0 0.0 0.0 0.000
H -0.8520 0.4412 -5.4883 -0.1 0.0 0.1 0.000
H -0.3036 0.6346 -3.1434 0.2 0.1 0.1 0.001
C -2.9487 1.6812 3.1258 -0.2 0.0 0.3 -0.001
C -2.3619 0.9305 2.1407 -0.2 -0.3 0.0 0.006
N -1.3878 1.4081 1.3745 -0.2 0.7 1.1 -0.002
C -0.9133 2.6406 1.6011 -0.3 -0.1 0.1 0.005
C -1.4281 3.4674 2.5969 0.3 0.2 0.0 0.000
C -2.4773 2.9612 3.3509 -0.2 0.0 0.3 0.006
C -0.9165 4.8055 2.9600 -0.3 -0.5 0.1 0.000
C -0.0976 5.6783 2.3821 0.4 0.4 -0.3 -0.001
C 0.6384 5.6880 1.1019 -0.2 0.0 0.3 0.000
C 1.1522 6.8946 0.6465 0.0 0.2 0.0 0.000
C 1.8206 6.8868 -0.5621 0.1 -0.2 -0.2 0.000
N 1.9924 5.7688 -1.2745 -0.2 0.0 0.3 0.000
C 1.4777 4.6593 -0.7419 0.2 0.3 -0.2 0.000
N 0.8069 4.5660 0.4037 0.4 0.1 -0.4 0.000
H -3.7525 1.2657 3.7202 0.0 0.0 0.0 0.000
H -2.6767 -0.0855 1.9439 -0.1 -0.1 0.0 0.001
H -0.1251 3.0147 0.9586 0.0 -0.1 0.1 0.000
H -2.9234 3.5767 4.1276 0.1 -0.1 -0.1 0.000
H -1.3094 5.1438 3.9153 -0.1 -0.1 -0.1 0.000
H 0.0364 6.6001 2.9405 0.0 0.0 0.0 0.000
H 1.0282 7.8099 1.2134 0.0 -0.1 0.0 0.000
H 2.2361 7.7991 -0.9800 0.0 -0.1 0.0 0.000
H 1.6205 3.7383 -1.3005 0.0 0.3 0.1 0.000
```
Forces are in eV/Å.

***

[3]
DFT (the ωB97M-V functional and the def2-TZVPD basis) results for a molecular structure, C10H15B2CaF4N4O5S2Se4.

Values from the calculation:
- Energy relative to the best compared isomer or geometry (same formula, charge and spin): 0.1233 eV
- Electronic energy: -12514.6314 Eh
- Charge: -1
- Frontier orbital gap: 0.1874 Eh

```
47
Properties=species:S:1:pos:R:3:forces:R:3:mulliken_charge:R:1
Ca -0.5944 -0.9676 0.1666 0.1 -0.4 0.0 1.149
C 2.6091 -0.1621 -3.2821 0.0 0.0 0.0 -1.622
C 1.4806 -0.1639 -2.3001 0.0 0.1 0.1 0.190
N 1.2246 -1.1171 -1.4936 -0.1 0.1 -0.1 0.247
O 2.0517 -2.1912 -1.4866 0.0 0.0 0.0 -0.428
B 1.8331 -2.9897 -0.2469 0.1 0.0 0.1 0.548
F 0.4176 -3.1088 -0.0387 0.0 0.0 0.0 -0.405
F 2.4604 -4.1938 -0.3917 0.0 0.0 0.0 -0.361
O 2.4051 -2.3186 0.9619 0.0 0.0 0.0 -0.445
N 1.6902 -1.2008 1.2211 -0.1 0.1 0.1 0.414
C 2.0581 -0.4607 2.1942 -0.1 0.0 0.0 0.324
C 3.2279 -0.7623 3.0753 0.0 0.0 0.0 -1.788
C 1.2611 0.8029 2.3409 0.2 -0.1 0.0 0.119
N 0.1694 0.8419 1.6862 0.1 -0.1 0.2 0.377
O -0.4620 2.0477 1.6603 -0.1 0.1 0.0 -0.469
B -1.4306 2.0758 0.5424 0.0 0.0 0.0 0.438
F -2.2882 3.1318 0.7027 0.0 0.0 0.0 -0.324
F -2.1388 0.8090 0.5519 -0.1 0.0 0.0 0.063
O -0.7758 2.2112 -0.7846 -0.1 0.1 -0.1 -0.387
N -0.0403 1.0975 -1.0332 0.2 -0.1 -0.1 0.653
C 0.6282 1.0576 -2.1191 0.1 0.1 0.1 0.278
C 0.6299 2.1684 -3.1177 0.0 0.0 -0.1 -1.795
C 1.7917 1.9882 3.0834 0.0 0.0 0.0 -1.408
H 3.2530 -1.0172 -3.0995 0.0 0.0 0.0 0.416
H 3.1899 0.7587 -3.2010 0.0 0.0 0.0 0.348
H 2.2292 -0.2245 -4.3045 0.0 0.0 0.0 0.307
H 3.5207 -1.7997 2.9412 0.0 0.0 0.0 0.421
H 2.9799 -0.5860 4.1227 0.0 0.0 0.0 0.418
H 4.0813 -0.1284 2.8207 0.0 0.0 0.0 0.306
H -0.3049 2.7187 -3.0427 0.0 0.0 0.0 0.429
H 0.7501 1.7812 -4.1293 0.0 0.0 0.0 0.407
H 1.4477 2.8665 -2.9217 0.0 0.0 0.0 0.306
H 2.6196 1.7238 3.7374 0.0 0.0 0.0 0.435
H 0.9943 2.4482 3.6654 0.0 0.0 0.0 0.311
H 2.1331 2.7422 2.3696 0.0 0.0 0.0 0.264
Se -1.8562 -2.1227 3.0691 0.0 0.3 -0.1 -0.013
Se -2.0262 -4.2102 3.7752 0.0 -0.1 0.0 -0.420
Se -5.1810 -3.4423 2.5646 0.2 0.3 0.0 -0.310
Se -4.0058 -1.6969 2.0012 0.0 -0.4 -0.4 0.177
C -4.6367 1.1194 -1.5557 0.0 0.0 0.0 -0.734
O -4.4248 -0.1893 -1.0146 0.1 -0.1 0.0 -0.242
C -3.3774 -0.8863 -1.4393 -0.1 0.2 -0.1 0.452
S -2.4146 -0.4404 -2.7101 0.0 -0.1 0.1 -0.210
S -3.0839 -2.3228 -0.5236 -0.3 0.1 0.4 -0.279
H -5.5034 1.5019 -1.0228 0.0 0.0 0.0 0.220
H -4.8286 1.0672 -2.6262 0.0 0.0 0.0 0.355
H -3.7642 1.7434 -1.3688 0.0 0.0 0.0 0.270
```
Forces are in eV/Å.

***

Question: The lowest electronic energy belongs to which entry?
Answer: C10H15B2CaF4N4O5S2Se4

***

Question: Number 1 is which compound?
Answer: C21H27ClN6OS

***

Question: What is the electronic energy in the third record?
Answer: -12514.6314 Eh

***

Question: The highest electronic energy belongs to which entry?
Answer: C21H27ClN6OS